Here is a cluster of 6 separate species, C10H22Br8N2O4 in total from the OMol25 dataset. Energies are from ωB97M-V/def2-TZVPD.

Geometry as ORCA input:
```
! RIJCOSX wB97M-V def2-TZVPD def2/J DEFGRID3
* xyz 0 1
C 3.04874 2.96943 1.75240
H 2.32831 -3.73345 -1.43394
H 2.56045 -3.22310 4.59285
O -0.05536 -0.71803 0.34260
H -6.33832 -0.57766 0.63786
Br 1.83643 3.40387 -0.80774
H 0.15138 0.84509 -1.76408
O -3.08789 -0.34825 0.96774
Br -2.73441 2.45286 -4.40798
H -5.87798 0.63885 1.68121
C -2.26836 0.50950 -4.33345
C -0.57422 1.07027 -0.98246
H 2.48621 -1.38388 -0.34528
H 0.94120 -0.79646 3.42025
C 3.13728 3.92994 0.60586
C 3.04100 -1.62897 -1.25096
H -0.65249 2.15315 -0.88583
Br 0.37122 -2.19963 -2.40059
Br 0.07235 -3.53997 4.89995
H 2.89344 4.94317 0.92526
N -0.10984 0.49875 0.30555
H -1.27122 0.46886 -3.89507
H -5.39002 -1.11206 1.99074
Br 3.44764 -0.60247 3.21723
H 1.98778 -1.93449 5.47526
N -4.18280 0.09418 0.56221
H -1.53873 0.60596 -1.18799
H 4.14921 4.02101 0.21113
C -5.49836 -0.29818 1.27383
H 2.88978 -2.92778 -2.85565
H 2.01772 2.92716 2.10357
O -4.26473 0.89207 -0.36314
Br 4.30450 3.54036 3.17595
H 1.53047 -2.17115 2.42957
O 0.21621 1.22038 1.28189
H -4.37391 -0.02620 -4.18373
H 3.30895 1.96750 1.41104
C 2.29416 -2.77684 -1.95533
C 1.69882 -1.57443 3.32606
Br 5.00604 -2.00788 -0.94516
H 3.00235 -0.83650 -1.99835
H -3.62488 0.04695 -2.59841
C 1.76885 -2.47479 4.55426
Br -3.03982 -2.23021 -3.55472
H -2.15854 0.14184 -5.35368
C -3.44862 -0.21876 -3.64072
*
```

Values from the calculation:
* relative energy (zero: lowest compared OMol25 entry of this formula, charge and spin): 24.8 kcal/mol

Here is a cluster of 5 separate species, C10H22Cl12N3O2Si in total from the OMol25 dataset. Energies are from ωB97M-V/def2-TZVPD.

Geometry as ORCA input:
```
! RIJCOSX wB97M-V def2-TZVPD def2/J DEFGRID3
* xyz 1 1
Cl -1.22254 -6.55863 -0.67136
H -0.42278 6.73023 -4.05169
Cl 4.27149 3.63083 2.43435
H 1.02931 0.50348 1.93357
H 1.86688 2.00204 -0.68429
H 1.90036 -2.72845 1.64035
H -3.88158 1.26696 0.48307
H 1.59520 0.29128 -1.14438
H 2.94732 -1.71927 -0.19865
H -0.95040 -1.39976 0.51038
C 0.48095 -6.86141 -0.97460
Cl 0.37649 4.56810 -3.64066
H -0.70170 3.48923 0.90257
H 0.36575 -3.65179 -1.80661
N 0.10445 -3.02047 -1.05919
H 2.30325 -1.89923 -1.72275
H -0.62920 -0.03255 2.16983
Cl 2.16777 2.92689 4.30493
H 0.81939 1.58014 -2.02551
H -0.22073 1.64745 2.48639
C 3.64386 2.39379 3.51196
Cl 1.47631 -6.26643 0.36775
H 0.63436 -7.92919 -1.05608
H 0.16607 -4.23701 1.92352
C 1.13779 1.27414 -1.02906
C -0.01413 0.80454 1.83706
H -2.16844 2.99311 0.10273
N 2.38981 -2.31103 -0.80290
Cl 3.36275 0.88228 2.61646
H -1.33217 -2.22511 -2.29295
H -0.73536 3.55750 -0.84754
Cl -4.83131 -0.28639 1.94632
Cl 1.12376 7.04770 -2.32785
N 1.12549 -2.89881 1.01448
C -0.62395 -1.82782 -1.57423
H 4.38515 2.19006 4.27244
H -2.40594 -1.57709 -0.42171
Si -0.40066 1.25516 0.05432
C -0.16673 6.18100 -3.15620
Cl -6.17152 1.50336 0.09016
C -1.08515 2.99547 0.00964
Cl 0.99696 -6.11523 -2.49130
C -4.76034 1.27171 1.11604
Cl -4.59516 2.59425 2.27483
H 0.02472 -1.13553 -2.11141
C -1.40816 -1.14666 -0.44811
Cl -1.60462 6.07390 -2.14344
C 1.20794 -2.72445 -0.28398
O -0.02480 -3.34027 1.60811
O -1.54622 0.23797 -0.64481
*
```

Values from the calculation:
* energy: -6520.527549 a.u.

Here is a structure of composition C10H22ClIInO3P from the OMol25 dataset. Energies are from ωB97M-V/def2-TZVPD.

Geometry as ORCA input:
```
! RIJCOSX wB97M-V def2-TZVPD def2/J DEFGRID3
* xyz 2 1
H -0.56306 1.41445 2.92035
P -1.10613 -1.90685 -1.59022
C 3.56166 1.81318 0.01182
C 0.66200 2.85748 1.81783
O 1.34036 2.00465 0.91200
H -0.28531 2.96823 3.72641
H 0.64597 -1.81510 -3.26753
C -2.51476 -1.55131 -2.71315
H -2.38125 -3.15472 0.05344
H 3.51801 2.82901 -0.39550
H 2.70876 0.64232 1.59898
C -1.03829 -1.80602 3.66582
H 3.05533 2.34669 2.04708
C 2.68586 1.68848 1.24007
O -1.73315 -1.93277 4.54692
H -1.94185 0.31951 -0.90880
C -1.43913 -0.26717 1.11389
H 0.80662 -3.25721 -2.19996
H -0.52906 1.15142 -0.26705
In 1.19880 1.44056 -2.84449
C 0.10395 -2.62663 -2.75685
H 4.60760 1.61582 0.27330
I 0.34682 -1.45302 1.16415
C 0.18279 2.19838 3.10238
H -0.46099 -3.22949 -3.48347
O -2.27713 -0.45417 1.98450
H -0.93503 -4.07090 -0.47265
Cl 2.54051 1.93327 -4.71712
H -0.20385 3.20417 1.24785
H 3.28522 1.10973 -0.79059
H -2.24970 -0.76279 -3.42905
H 1.29941 3.71961 2.07934
C -1.51569 0.75759 0.01017
H -3.38154 -1.23534 -2.11533
H -2.73518 -2.49279 -3.22963
C -1.75770 -3.42796 -0.80262
H -2.37085 -3.95296 -1.54243
H -2.14812 1.60622 0.33418
H 1.01808 1.77644 3.67597
*
```

Values from the calculation:
* relative energy (zero: lowest compared OMol25 entry of this formula, charge and spin): 0.0 kcal/mol

Here is a structure of composition C10H22DyN2O4 from the OMol25 dataset. Energies are from ωB97M-V/def2-TZVPD.

Geometry as ORCA input:
```
! RIJCOSX wB97M-V def2-TZVPD def2/J DEFGRID3
* xyz 3 6
C 1.20570 1.40478 -0.17068
H 1.67025 4.02023 -1.50067
O 1.56935 -0.96023 1.37452
H -0.25963 3.06924 -0.25949
O -1.12098 -1.90185 -0.82451
C 0.83119 -1.15135 0.19994
H 1.30160 -3.22032 0.16851
C -0.77012 -0.48150 3.40388
H 0.42032 -0.05940 -1.66804
C 1.08991 3.21873 -1.97064
Dy -2.37749 0.55415 5.22114
H 1.84833 -1.80707 1.76476
C -1.51395 -0.32323 1.05710
H -0.46572 1.84693 -1.53597
H -2.55787 0.20350 2.72188
C -0.66223 -1.45921 0.41161
C 1.67118 1.98187 -3.88141
H 2.21729 1.82038 -0.21325
H 2.10000 -0.23080 -1.23000
N -1.93553 -0.58534 2.47298
H 0.93172 1.37257 0.89479
H 2.39771 -2.29047 -0.62873
H -3.18138 -1.97618 -0.76941
O 2.04037 2.33429 -2.60921
H 0.42543 3.65227 -2.72697
H -2.43363 -3.32927 -1.62389
H 2.36616 2.27207 -4.68760
C 0.28000 2.39875 -0.94531
H -0.05595 0.31413 3.10143
H -0.71784 -2.33080 1.10897
C 1.10324 -0.00766 -0.81210
H -1.04768 -0.41262 4.49093
N 1.38843 -2.38879 -0.43461
C -2.32854 -2.67566 -0.75482
H -0.20705 -1.41632 3.30310
H -1.05601 0.67532 1.00615
H -2.44299 -0.26640 0.47591
O 0.69046 1.40302 -4.09881
H -2.41402 -3.26776 0.16852
*
```

Values from the calculation:
* energy: -1688.443741 a.u.
* <S²>: 9.772

> Number 1 is which compound?

C10H22Br8N2O4